1.
{
  "formula": "C6H10O",
  "method": "the ωB97M-V functional and the def2-TZVPD basis",
  "relative_energy_kj_mol": 208.2,
  "homo_lumo_gap_ev": 8.2167,
  "e_lumo_ha": 0.0029,
  "smiles": "C=C/C=C/C=C.O",
  "largest_force_ha_per_bohr": 0.05744,
  "elements": ["C", "C", "C", "C", "C", "C", "H", "H", "H", "H", "H", "H", "H", "H", "O", "H", "H"],
  "xyz": [[2.878, 0.196, -0.674], [1.944, -0.246, 0.181], [0.515, -0.100, 0.067], [-0.065, 0.852, -0.703], [-1.455, 1.071, -0.748], [-2.117, 1.972, -1.519], [3.919, -0.081, -0.552], [2.721, 0.848, -1.534], [2.432, -0.628, 1.066], [-0.107, -0.481, 0.879], [0.467, 1.643, -1.239], [-2.098, 0.398, -0.169], [-1.486, 2.595, -2.144], [-3.144, 2.191, -1.234], [-1.144, -3.567, 2.674], [-1.724, -3.007, 2.125], [-1.538, -3.655, 3.524]],
  "forces_ev_per_angstrom": [[-0.1, 0.2, -0.4], [1.8, 0.5, -0.4], [-0.5, 1.9, 0.5], [1.0, -0.1, 0.1], [-2.9, 0.0, -0.5], [1.4, -0.5, 1.7], [0.0, 0.2, 0.4], [-0.4, -0.5, -0.1], [-0.7, -0.8, 0.3], [0.1, -0.7, -0.6], [0.5, -0.7, -0.2], [0.3, 0.2, 0.2], [-0.6, 0.3, -0.2], [0.1, 0.0, -0.8], [0.3, 0.4, -1.5], [0.3, -0.4, 0.6], [-0.6, 0.0, 0.9]]
}

=====

2.
{
  "formula": "C2H7N3S",
  "method": "the ωB97M-V functional and the def2-TZVPD basis",
  "relative_energy_kj_mol": 418.9,
  "homo_lumo_gap_ev": 8.5496,
  "e_lumo_ha": 0.0271,
  "smiles": "C/C(=N/S)NN",
  "largest_force_ha_per_bohr": 0.10832,
  "elements": ["C", "C", "N", "S", "N", "N", "H", "H", "H", "H", "H", "H", "H"],
  "xyz": [[1.158, 1.470, -1.467], [0.444, 0.396, -0.655], [-0.761, 0.674, -0.179], [-1.669, -0.387, 0.556], [1.192, -0.682, -0.181], [1.065, -0.839, 1.245], [1.556, 2.353, -0.578], [2.151, 0.769, -1.908], [0.458, 1.874, -2.403], [-0.837, -1.338, 0.164], [2.153, -0.753, -0.675], [0.645, -1.905, 1.441], [0.502, -0.071, 1.604]],
  "forces_ev_per_angstrom": [[1.7, -0.3, -0.5], [-2.1, 1.8, 1.5], [3.7, 2.6, -3.2], [-1.9, -2.0, 1.1], [0.6, 0.4, -1.0], [1.0, -4.0, -0.4], [-1.1, -2.5, -3.3], [-2.6, 2.8, 0.9], [2.1, -0.8, 2.8], [-0.6, -1.5, 0.3], [-2.0, 0.1, 2.0], [1.1, 4.2, -0.4], [-0.1, -0.7, 0.0]]
}

=====

3.
{
  "formula": "H4N3O3",
  "method": "the ωB97M-V functional and the def2-TZVPD basis",
  "relative_energy_kj_mol": 0.0,
  "total_charge": 1,
  "homo_lumo_gap_ev": [6.8835, 6.8882],
  "e_lumo_ha": [-0.2861, -0.2860],
  "largest_force_ha_per_bohr": 0.07019,
  "elements": ["N", "N", "N", "O", "O", "O", "H", "H", "H", "H"],
  "xyz": [[-2.560, 0.246, -0.244], [2.493, -0.277, -0.032], [-0.264, 0.382, 0.064], [-0.105, -0.793, 0.266], [-1.344, 0.994, -0.132], [1.954, 0.741, -0.450], [-2.466, -0.751, -0.062], [-3.287, 0.812, 0.241], [2.945, -0.190, 0.872], [2.634, -1.163, -0.522]],
  "forces_ev_per_angstrom": [[-0.8, 0.7, -0.4], [-1.1, 3.0, -0.1], [3.5, -0.7, 0.4], [-1.8, 0.8, -0.3], [-1.6, -0.7, 0.1], [1.2, -2.5, 0.2], [0.2, 0.4, 0.5], [1.0, -0.9, -0.3], [0.1, -0.1, 0.7], [-0.6, 0.0, -0.9]]
}

=====

4.
{
  "formula": "C43H48BFN11O3SeTi",
  "method": "the ωB97M-V functional and the def2-TZVPD basis",
  "relative_energy_kj_mol": 253.9,
  "multiplicity": 4,
  "total_charge": -2,
  "homo_lumo_gap_ev": [4.6729, 4.4632],
  "e_lumo_ha": [0.1373, 0.0847],
  "largest_force_ha_per_bohr": 0.13334,
  "elements": ["Ti", "C", "C", "C", "C", "N", "N", "B", "N", "C", "C", "C", "C", "N", "N", "C", "C", "C", "C", "N", "N", "C", "C", "C", "C", "N", "H", "H", "H", "H", "H", "H", "H", "H", "H", "H", "H", "H", "H", "H", "H", "H", "H", "H", "H", "H", "C", "C", "C", "C", "C", "C", "C", "F", "C", "C", "C", "O", "C", "C", "N", "C", "C", "O", "O", "H", "H", "H", "H", "H", "H", "H", "H", "H", "H", "H", "Se", "C", "N", "C", "C", "C", "C", "C", "C", "C", "C", "C", "C", "C", "C", "N", "H", "H", "H", "H", "H", "H", "H", "H", "H", "H", "H", "H", "H", "H", "H", "H", "H"],
  "xyz": [[0.825, -0.013, -0.377], [4.167, -0.930, -1.007], [3.820, -0.084, 0.167], [4.750, 0.354, 1.139], [4.079, 1.240, 1.881], [2.785, 1.227, 1.564], [2.630, 0.409, 0.488], [1.628, 1.825, 2.474], [1.162, 0.768, 3.426], [1.334, 0.310, 4.698], [0.895, -0.977, 4.715], [0.478, -1.259, 3.369], [-0.109, -2.503, 2.814], [0.617, -0.194, 2.635], [0.434, 2.304, 1.618], [-0.566, 3.072, 2.144], [-1.590, 3.179, 1.275], [-1.186, 2.375, 0.166], [-1.896, 2.244, -1.122], [-0.001, 1.837, 0.431], [2.265, 3.028, 3.121], [2.365, 4.322, 2.747], [3.005, 5.037, 3.722], [3.341, 4.068, 4.633], [4.125, 4.329, 5.888], [2.906, 2.900, 4.324], [5.120, -0.614, -1.431], [3.483, -0.867, -1.866], [4.222, -1.968, -0.689], [5.816, 0.158, 1.209], [4.342, 1.867, 2.710], [1.823, 0.886, 5.462], [0.865, -1.618, 5.550], [-0.496, -3.106, 3.649], [0.634, -3.128, 2.263], [-1.002, -2.318, 2.167], [-0.470, 3.479, 3.186], [-2.465, 3.806, 1.389], [-1.653, 3.112, -1.737], [-2.973, 2.217, -1.050], [-1.518, 1.328, -1.688], [1.961, 4.787, 1.885], [3.112, 6.116, 3.691], [5.093, 3.764, 5.999], [3.476, 3.986, 6.685], [4.248, 5.426, 5.986], [-3.072, -6.705, -1.152], [-3.518, -5.696, -0.139], [-5.012, -5.707, -0.136], [-5.487, -4.835, 0.955], [-4.897, -3.444, 0.954], [-5.551, -2.299, 1.468], [-4.868, -1.087, 1.416], [-5.588, -0.046, 1.888], [-3.669, -0.834, 0.862], [-2.954, -1.921, 0.249], [-1.579, -1.791, -0.005], [-0.981, -0.667, 0.096], [-0.975, -3.072, -0.396], [-1.619, -4.266, -0.368], [-2.991, -4.386, -0.385], [-3.672, -3.202, 0.269], [0.555, -3.149, -0.360], [1.027, -4.265, -0.480], [1.298, -2.196, -0.484], [-3.377, -7.719, -0.842], [-2.032, -6.696, -1.437], [-3.669, -6.511, -2.021], [-3.261, -6.180, 0.839], [-5.178, -6.796, 0.015], [-5.445, -5.495, -1.123], [-5.305, -5.278, 1.960], [-6.639, -4.788, 1.016], [-6.537, -2.492, 1.913], [-3.315, 0.171, 1.064], [-1.095, -5.209, -0.539], [-6.657, 7.320, 0.668], [-5.302, 6.607, 1.669], [-4.474, 6.202, 2.400], [1.086, -2.322, -3.979], [0.122, -1.219, -4.454], [-1.101, -1.188, -3.499], [0.682, 0.228, -4.561], [0.500, 0.884, -5.771], [0.937, 2.127, -5.970], [1.657, 2.808, -5.031], [1.760, 2.294, -3.736], [2.602, 3.107, -2.792], [2.055, 3.472, -1.400], [3.917, 2.408, -2.802], [1.135, 1.021, -3.445], [0.822, 0.682, -2.159], [0.581, -3.285, -4.223], [1.487, -2.277, -2.986], [2.025, -2.269, -4.554], [-0.136, -1.410, -5.505], [-0.803, -0.962, -2.529], [-1.599, -2.137, -3.609], [-1.677, -0.328, -3.765], [-0.126, 0.453, -6.505], [0.683, 2.812, -6.801], [2.059, 3.841, -5.303], [2.767, 4.064, -3.377], [2.057, 2.627, -0.714], [1.041, 3.922, -1.483], [2.676, 4.227, -0.915], [3.755, 1.339, -2.593], [4.541, 2.843, -1.951], [4.455, 2.489, -3.729]],
  "forces_ev_per_angstrom": [[-1.9, -1.2, -0.1], [-0.4, -0.2, -0.6], [0.8, 0.1, 0.8], [1.4, -0.5, -1.7], [-1.1, 0.9, 2.1], [-0.4, 0.0, -0.9], [0.5, 0.1, 0.0], [0.5, 0.5, -1.1], [-0.2, -0.3, 0.0], [0.3, 0.3, -0.7], [-0.3, -0.2, -1.2], [-0.3, -0.2, 1.1], [-0.6, -1.0, -0.1], [0.4, 0.1, -0.2], [-1.1, 0.6, 0.7], [1.4, 0.4, 2.1], [-0.3, -0.2, -1.1], [-0.3, 0.7, 1.3], [1.0, -1.3, -1.4], [0.4, -0.3, -0.5], [0.4, 1.2, 1.0], [-0.5, 0.3, -0.1], [-0.4, 0.7, -1.5], [1.9, 1.2, 2.1], [0.1, -0.2, 0.3], [-0.6, -2.0, -0.6], [0.2, 0.0, 0.3], [-0.3, 0.0, 0.6], [0.0, -0.1, -0.2], [-0.3, 0.0, -0.3], [0.5, -0.1, 0.2], [-0.1, 0.2, -0.1], [0.0, -0.6, 0.7], [0.2, 0.0, -0.2], [-0.5, 0.5, 0.3], [1.0, 0.0, 0.4], [0.0, -0.4, -1.4], [0.0, -0.2, -0.1], [0.0, 0.1, -0.1], [-0.3, -0.2, 0.3], [-0.6, 1.1, 0.7], [-0.6, -0.4, -0.9], [0.3, -0.3, 0.3], [-0.9, 0.7, -0.4], [0.1, 0.1, 0.6], [0.3, -0.7, 0.1], [-0.3, -0.8, -0.6], [0.3, -0.9, 0.6], [0.0, -1.4, -0.4], [-2.8, 0.6, 2.2], [1.5, 1.5, -1.7], [0.2, -1.8, 0.1], [-2.1, -0.4, 0.0], [0.0, 0.6, 0.5], [0.5, -0.4, 0.0], [-1.6, -0.2, 1.5], [-1.3, -2.9, -1.6], [0.6, 0.9, -0.2], [1.6, 1.2, 1.8], [0.0, 0.0, -1.2], [-0.5, 2.3, 1.5], [0.4, -1.6, -0.1], [-2.4, -3.5, -1.9], [0.4, -2.7, 0.6], [1.9, 6.6, 0.4], [0.4, 0.3, 0.1], [0.3, 0.0, 0.1], [-0.1, 0.1, -1.0], [0.3, 1.0, 0.0], [-0.7, 0.6, 0.3], [0.2, 0.4, 0.2], [0.4, 0.0, -0.6], [1.5, 0.2, -0.5], [0.4, 0.8, -0.1], [0.6, -0.2, -0.5], [0.3, 0.7, 0.3], [0.1, -0.1, -0.1], [0.9, -0.3, 1.2], [-0.9, 0.4, -1.1], [0.5, -0.1, -1.8], [0.5, 1.4, 1.2], [0.5, -0.2, -2.5], [-0.4, -0.7, 0.3], [-0.5, -1.8, 0.7], [0.3, 3.5, -1.6], [0.9, 1.2, 1.4], [-0.4, 0.7, -0.9], [-0.7, 1.5, -0.8], [-0.2, 0.1, -0.3], [1.5, -0.4, 2.6], [-0.6, -0.3, 2.0], [1.7, 0.1, -2.2], [0.6, 0.5, 0.6], [-0.7, 0.1, 1.0], [-0.3, -0.2, -0.4], [-0.4, -0.4, 0.4], [0.6, -0.3, 1.7], [-0.6, -0.1, 0.3], [-1.1, 0.3, -0.4], [-0.4, -0.8, -0.8], [-0.1, -1.2, -0.2], [-0.5, -1.5, 0.6], [-0.3, -0.7, 0.9], [-0.3, 0.0, -0.3], [0.5, -0.6, 0.1], [0.3, 0.2, -0.2], [0.3, 0.3, 0.1], [-0.4, -0.7, -1.1], [0.2, 0.1, -0.5]]
}

=====

5.
{
  "formula": "C2H4FNO2",
  "method": "the ωB97M-V functional and the def2-TZVPD basis",
  "relative_energy_kj_mol": 83.4,
  "homo_lumo_gap_ev": 11.0408,
  "e_lumo_ha": 0.0293,
  "smiles": "NC(=O)[C@@H](O)F",
  "largest_force_ha_per_bohr": 0.11243,
  "elements": ["N", "C", "O", "C", "O", "F", "H", "H", "H", "H"],
  "xyz": [[0.412, -0.464, -1.312], [-0.177, -1.222, -0.156], [0.054, -2.321, 0.176], [-1.058, -0.272, 0.520], [-0.472, 0.727, 1.029], [-1.924, 0.290, -0.545], [-0.319, -0.044, -1.861], [1.042, -1.159, -1.873], [-1.798, -0.752, 1.245], [-0.320, 1.477, 0.422]],
  "forces_ev_per_angstrom": [[1.5, -4.0, 0.7], [1.1, 2.6, -4.0], [0.7, -1.8, 0.6], [-5.4, -1.7, -0.9], [2.4, 4.4, 2.7], [0.3, -0.9, 0.6], [-0.1, 0.0, -0.3], [-1.7, 1.9, 1.2], [1.1, 0.3, -0.8], [0.1, -0.9, 0.1]]
}

=====

6.
{
  "formula": "C30H44N10S3TeY",
  "method": "the ωB97M-V functional and the def2-TZVPD basis",
  "relative_energy_kj_mol": 63.6,
  "total_charge": -1,
  "homo_lumo_gap_ev": 5.1117,
  "e_lumo_ha": 0.0860,
  "largest_force_ha_per_bohr": 0.01994,
  "elements": ["Y", "C", "N", "C", "C", "N", "C", "C", "C", "C", "C", "C", "C", "S", "C", "C", "C", "C", "C", "C", "S", "H", "H", "H", "H", "H", "H", "H", "H", "H", "H", "H", "H", "H", "H", "H", "H", "H", "H", "C", "C", "C", "C", "N", "C", "C", "H", "H", "H", "H", "H", "H", "H", "C", "C", "C", "C", "N", "C", "N", "N", "N", "H", "H", "H", "H", "H", "H", "H", "H", "H", "H", "S", "C", "N", "C", "C", "N", "H", "H", "H", "H", "H", "H", "Te", "N", "H", "H", "H"],
  "xyz": [[0.795, 0.306, -0.519], [4.214, -0.992, 0.104], [3.149, -0.840, 1.118], [3.445, 0.278, 2.018], [2.215, 0.786, 2.747], [1.423, 1.770, 1.981], [2.271, 2.929, 1.609], [0.321, 2.235, 2.814], [0.605, 3.093, 3.880], [-0.390, 3.595, 4.701], [-1.708, 3.226, 4.453], [-1.994, 2.363, 3.412], [-0.995, 1.833, 2.575], [-1.446, 0.681, 1.342], [3.011, -2.096, 1.832], [4.062, -2.550, 2.632], [4.000, -3.760, 3.302], [2.855, -4.540, 3.168], [1.813, -4.100, 2.373], [1.860, -2.874, 1.680], [0.514, -2.406, 0.665], [5.188, -1.191, 0.575], [4.267, -0.097, -0.509], [3.963, -1.830, -0.547], [3.904, 1.067, 1.424], [4.177, -0.010, 2.780], [2.539, 1.248, 3.689], [1.565, -0.056, 3.000], [2.923, 3.233, 2.441], [1.621, 3.763, 1.359], [2.870, 2.709, 0.732], [1.632, 3.382, 4.064], [-0.141, 4.263, 5.516], [-2.512, 3.608, 5.072], [-3.017, 2.062, 3.219], [4.957, -1.946, 2.720], [4.830, -4.087, 3.917], [2.775, -5.488, 3.687], [0.916, -4.700, 2.266], [-2.957, 6.320, -0.609], [-2.138, 5.068, -0.781], [-0.757, 5.085, -0.725], [-0.041, 3.898, -0.869], [-0.630, 2.720, -1.038], [-1.963, 2.705, -1.112], [-2.748, 3.836, -1.003], [-2.325, 7.181, -0.396], [-3.666, 6.206, 0.214], [-3.534, 6.535, -1.511], [-0.221, 6.016, -0.569], [1.045, 3.869, -0.869], [-2.418, 1.735, -1.267], [-3.828, 3.752, -1.066], [-5.361, 0.243, -1.581], [-5.533, -1.168, -2.136], [-5.284, -1.201, -3.640], [-4.668, -2.176, -1.386], [-3.233, -1.960, -1.549], [-2.418, -1.168, -0.867], [-1.224, -1.246, -1.404], [-1.335, -2.114, -2.445], [-2.539, -2.546, -2.539], [-6.081, 0.925, -2.037], [-4.362, 0.629, -1.807], [-5.498, 0.279, -0.497], [-6.562, -1.494, -1.950], [-4.273, -0.859, -3.876], [-5.989, -0.543, -4.152], [-5.392, -2.208, -4.051], [-4.869, -3.190, -1.723], [-4.870, -2.122, -0.317], [-2.693, -0.599, 0.014], [2.114, -1.548, -2.943], [2.505, -3.131, -2.567], [3.609, -3.786, -3.059], [3.568, -5.201, -2.698], [2.687, -5.150, -1.446], [1.895, -3.959, -1.710], [3.942, -3.478, -3.957], [4.563, -5.588, -2.485], [3.112, -5.810, -3.484], [3.281, -5.036, -0.535], [2.058, -6.032, -1.341], [1.260, -3.559, -1.013], [2.694, 1.817, -1.881], [-0.455, 0.791, -3.395], [-1.208, 0.817, -4.076], [0.107, -0.022, -3.635], [0.154, 1.595, -3.523]],
  "forces_ev_per_angstrom": [[-0.7, -0.5, 0.5], [0.0, -0.2, 0.2], [0.1, 0.0, -0.4], [0.1, -0.1, 0.0], [-0.1, 0.0, 0.0], [0.1, 0.1, -0.3], [-0.1, 0.0, 0.3], [0.2, 0.0, 0.1], [-0.1, 0.0, 0.0], [0.0, 0.0, -0.1], [0.0, 0.0, -0.1], [0.0, 0.0, 0.0], [-0.2, 0.0, 0.0], [0.4, 0.0, 0.1], [0.1, 0.1, 0.1], [-0.1, 0.0, 0.0], [-0.1, 0.0, 0.0], [0.0, 0.1, -0.1], [0.0, 0.0, 0.0], [-0.1, -0.1, 0.0], [0.0, 0.3, 0.1], [0.0, 0.0, 0.0], [0.0, 0.1, 0.0], [0.0, 0.0, 0.0], [-0.1, 0.0, 0.0], [0.1, 0.0, 0.0], [0.0, 0.0, 0.1], [0.0, 0.0, 0.0], [0.0, 0.0, 0.0], [0.0, 0.0, 0.0], [0.0, -0.1, -0.1], [0.0, 0.0, 0.0], [0.0, 0.0, 0.0], [0.0, 0.0, 0.0], [0.0, 0.0, 0.0], [0.0, 0.0, 0.0], [0.0, 0.0, 0.0], [0.0, 0.0, 0.0], [0.0, 0.0, 0.0], [0.0, 0.0, 0.0], [-0.1, 0.1, 0.0], [0.2, 0.0, 0.0], [-0.1, 0.1, 0.0], [0.0, -0.2, 0.2], [0.0, 0.0, -0.1], [-0.1, -0.1, 0.0], [0.0, 0.0, 0.0], [0.0, 0.0, 0.0], [0.0, 0.0, 0.0], [0.0, -0.1, 0.0], [0.0, 0.0, 0.0], [0.0, 0.0, 0.0], [0.0, 0.0, 0.0], [0.0, 0.1, 0.0], [0.0, 0.1, 0.0], [0.0, 0.0, -0.1], [0.3, 0.0, 0.1], [-0.7, -0.2, -0.2], [0.2, 0.0, 0.3], [-0.1, 0.0, -0.3], [-0.1, 0.2, 0.2], [0.4, 0.2, 0.1], [0.0, 0.0, 0.0], [0.0, 0.0, 0.0], [0.0, 0.0, -0.1], [0.0, 0.0, 0.0], [0.0, 0.0, 0.0], [0.0, 0.0, 0.0], [0.0, 0.0, 0.0], [0.0, -0.1, 0.0], [0.0, 0.0, 0.0], [0.0, -0.1, -0.2], [0.2, -0.2, 0.1], [0.0, 0.0, 0.0], [0.0, -0.1, -0.2], [0.1, 0.2, 0.1], [-0.1, 0.1, -0.1], [-0.1, -0.1, 0.0], [0.1, 0.0, 0.0], [0.0, 0.0, 0.0], [-0.1, 0.0, 0.0], [0.0, 0.0, 0.0], [0.0, 0.0, 0.0], [-0.1, 0.1, 0.1], [0.6, 0.4, -0.4], [0.1, -0.2, 0.0], [0.0, 0.1, 0.1], [0.0, 0.0, 0.0], [0.0, 0.0, 0.0]]
}